Here is C15H20N2O11P2TeV as an isolated structure in a non-equilibrium geometry from the OMol25 dataset. Energies are from the ωB97M-V functional and the def2-TZVPD basis.

ΔE to the lowest compared entry with this formula, charge and spin: 90.6 kJ/mol
F_max: 1.20 eV Å⁻¹
Spin multiplicity: 3
Kohn-Sham gap (alpha / beta): 8.30 / 8.42 eV
Net charge: +1

XYZ file:
```
52
C15H20N2O11P2TeV, DFT the ωB97M-V functional and the def2-TZVPD basis
V 0.70 0.81 0.22
C 4.15 4.19 -0.12
C 3.03 3.65 0.76
O 2.92 4.34 2.01
P 3.24 1.91 1.20
O 4.73 1.58 1.51
O 2.42 1.71 2.54
O 2.65 1.05 0.11
P 1.36 3.75 -0.08
O 1.60 3.14 -1.54
O 0.90 5.14 -0.10
O 0.52 2.66 0.67
H 5.08 4.23 0.44
H 3.89 5.19 -0.46
H 4.30 3.56 -1.00
H 2.50 5.20 1.84
H 4.89 0.63 1.62
H 2.40 2.54 3.05
H 1.44 3.81 -2.22
N -0.20 -0.64 3.11
N 1.05 -1.30 3.01
C 1.80 -1.22 1.84
O 3.01 -1.23 1.93
O 1.13 -1.15 0.68
H -0.07 0.34 3.36
H -0.75 -1.09 3.83
H 1.63 -1.25 3.84
Te -1.26 -1.89 0.59
C -3.31 -1.74 0.27
C -3.95 -0.62 -0.25
C -5.30 -0.71 -0.55
C -5.99 -1.90 -0.35
C -5.34 -3.01 0.17
C -3.99 -2.93 0.49
C -0.78 -2.31 -1.38
C 0.33 -3.13 -1.54
C 0.71 -3.52 -2.81
C -0.01 -3.07 -3.91
C -1.12 -2.24 -3.74
C -1.51 -1.85 -2.47
H -3.41 0.30 -0.40
H -5.81 0.16 -0.95
H -7.04 -1.96 -0.60
H -5.89 -3.93 0.34
H -3.50 -3.81 0.91
H 0.91 -3.46 -0.68
H 1.57 -4.16 -2.95
H 0.29 -3.36 -4.90
H -1.67 -1.89 -4.60
H -2.38 -1.22 -2.34
O -1.19 0.15 0.47
O -0.67 0.55 -0.86
```

Löwdin atomic charge list, values in e, 4 entries: 1.031 -0.044 -0.569 -0.054

---

Here is the molecule C15H20N2O2 in a non-equilibrium geometry from the OMol25 dataset. Energies are from the ωB97M-V functional and the def2-TZVPD basis.

ΔE to the lowest compared entry with this formula, charge and spin: 249.4 kJ/mol
F_max: 4.57 eV Å⁻¹
Kohn-Sham gap: 8.68 eV
SMILES: O=C1CNC(=O)/C1=C\N[C@]12C[C@H]3C[C@H](C[C@H](C3)C1)C2

XYZ file:
```
39
C15H20N2O2, DFT the ωB97M-V functional and the def2-TZVPD basis
O 3.61 -2.82 -1.61
C 3.53 -1.80 -2.26
C 4.38 -1.57 -3.44
N 3.89 -0.20 -3.76
C 2.87 0.28 -2.92
O 2.23 1.20 -3.42
C 2.53 -0.82 -2.02
C 1.53 -0.90 -1.06
N 0.65 0.20 -0.84
C -0.39 0.21 0.23
C -1.77 -0.21 -0.26
C -2.94 -0.10 0.83
C -2.48 -0.84 2.02
C -1.12 -0.35 2.48
C -1.25 1.09 2.96
C -1.71 1.95 1.68
C -3.06 1.41 1.23
C -0.73 1.68 0.54
C -0.03 -0.55 1.48
H 5.32 -1.56 -3.04
H 4.25 -2.34 -4.18
H 4.12 0.38 -4.51
H 1.45 -1.80 -0.44
H 0.55 0.72 -1.68
H -1.56 -1.26 -0.29
H -2.05 0.26 -1.21
H -3.91 -0.61 0.51
H -2.37 -1.91 1.89
H -3.17 -0.72 2.88
H -0.77 -0.85 3.36
H -2.06 1.26 3.67
H -0.24 1.43 3.37
H -1.76 3.06 1.76
H -3.86 1.38 2.01
H -3.55 2.05 0.39
H 0.19 2.26 0.82
H -1.18 2.18 -0.28
H 0.87 -0.17 1.82
H -0.01 -1.65 1.32
```

Löwdin atomic charge list, values in e, 4 entries: 0.071 -0.419 -0.050 0.079

---

Here is the molecule C15H20N2O2S from the OMol25 dataset. Energies are from the ωB97M-V functional and the def2-TZVPD basis.

ΔE to the lowest compared entry with this formula, charge and spin: 20.8 kJ/mol
F_max: 0.62 eV Å⁻¹
Kohn-Sham gap: 9.00 eV
SMILES: CCCCNC(=O)c1ccc2c(c1)N(CC)C(=O)CS2

XYZ file:
```
40
C15H20N2O2S, DFT the ωB97M-V functional and the def2-TZVPD basis
C -0.16 3.09 -1.37
C 0.50 4.38 -0.92
C 1.88 4.20 -0.29
C 1.88 3.40 1.02
N 1.81 1.98 0.81
C 0.82 1.21 1.32
O -0.07 1.64 2.03
C 0.87 -0.23 0.92
C 2.06 -0.92 0.67
C 2.00 -2.26 0.34
C 0.79 -2.92 0.22
C -0.42 -2.23 0.43
C -0.34 -0.90 0.81
N -1.66 -2.83 0.19
C -2.77 -2.01 -0.27
C -2.46 -1.32 -1.59
C -1.88 -4.18 0.28
O -2.93 -4.70 -0.03
C -0.72 -4.99 0.82
S 0.77 -4.64 -0.15
H -1.06 3.31 -1.94
H 0.52 2.52 -2.01
H -0.44 2.47 -0.52
H -0.16 4.88 -0.19
H 0.61 5.05 -1.78
H 2.30 5.18 -0.08
H 2.54 3.70 -1.01
H 2.80 3.63 1.58
H 1.02 3.67 1.64
H 2.47 1.57 0.17
H 3.02 -0.43 0.77
H 2.91 -2.82 0.17
H -1.23 -0.33 1.04
H -3.03 -1.27 0.50
H -3.62 -2.69 -0.39
H -2.21 -2.06 -2.35
H -1.63 -0.63 -1.49
H -3.33 -0.77 -1.93
H -0.52 -4.73 1.87
H -0.95 -6.05 0.73
```

Löwdin atomic charge list, values in e, 4 entries: -0.104 -0.256 -0.200 -0.177

---

Here is the molecule C15H20N4O3S2 in a non-equilibrium geometry from the OMol25 dataset. Energies are from the ωB97M-V functional and the def2-TZVPD basis.

ΔE to the lowest compared entry with this formula, charge and spin: 185.7 kJ/mol
F_max: 1.81 eV Å⁻¹
Kohn-Sham gap: 9.36 eV
SMILES: CCCCCc1nnc(NC(=O)NS(=O)(=O)c2ccc(C)cc2)s1

XYZ file:
```
44
C15H20N4O3S2, DFT the ωB97M-V functional and the def2-TZVPD basis
C -6.63 -0.69 -2.26
C -7.00 0.11 -1.01
C -5.79 0.39 -0.11
C -5.21 -0.87 0.52
C -4.07 -0.56 1.48
C -2.86 -0.05 0.79
N -2.66 -0.09 -0.48
N -1.49 0.40 -0.87
C -0.77 0.83 0.10
N 0.48 1.35 -0.06
C 1.31 1.63 0.99
O 0.96 1.58 2.15
N 2.58 1.96 0.59
S 3.30 1.32 -0.81
O 2.48 1.72 -1.92
O 4.66 1.72 -0.76
C 3.12 -0.43 -0.52
C 2.10 -1.13 -1.14
C 1.93 -2.47 -0.83
C 2.75 -3.10 0.10
C 2.56 -4.54 0.43
C 3.77 -2.36 0.71
C 3.95 -1.03 0.40
S -1.50 0.65 1.68
H -6.32 -1.70 -2.00
H -5.82 -0.21 -2.79
H -7.49 -0.76 -2.93
H -7.76 -0.43 -0.44
H -7.43 1.06 -1.32
H -5.01 0.88 -0.70
H -6.10 1.08 0.68
H -4.84 -1.53 -0.26
H -6.00 -1.39 1.07
H -3.79 -1.46 2.04
H -4.38 0.19 2.22
H 0.83 1.50 -1.01
H 3.22 2.20 1.34
H 1.47 -0.64 -1.87
H 1.13 -3.03 -1.30
H 2.87 -4.76 1.45
H 3.17 -5.15 -0.24
H 1.52 -4.84 0.30
H 4.42 -2.84 1.42
H 4.74 -0.45 0.85
```

Löwdin atomic charge list, values in e, 4 entries: -0.112 -0.270 -0.231 -0.216

---

Here is the molecule C15H20N4O3S2 in a non-equilibrium geometry from the OMol25 dataset. Energies are from the ωB97M-V functional and the def2-TZVPD basis.

ΔE to the lowest compared entry with this formula, charge and spin: 288.4 kJ/mol
F_max: 1.56 eV Å⁻¹
Kohn-Sham gap: 9.36 eV
SMILES: CCc1nnc(NC(=O)c2ccc(S(=O)(=O)N(CC)CC)cc2)s1

XYZ file:
```
44
C15H20N4O3S2, DFT the ωB97M-V functional and the def2-TZVPD basis
C 4.49 3.11 -1.02
C 3.92 2.64 0.32
C 3.52 1.22 0.27
N 2.33 0.77 0.40
N 2.20 -0.54 0.31
C 3.32 -1.16 0.09
N 3.49 -2.50 -0.05
C 2.51 -3.49 -0.08
O 2.84 -4.64 -0.12
C 1.11 -2.97 -0.07
C 0.56 -2.47 -1.25
C -0.71 -1.94 -1.23
C -1.42 -1.92 -0.05
S -3.03 -1.12 -0.03
O -3.81 -1.62 -1.12
O -3.58 -1.24 1.29
N -2.58 0.44 -0.41
C -1.71 1.10 0.53
C -2.38 1.58 1.82
C -3.53 1.20 -1.20
C -4.87 1.44 -0.51
C -0.90 -2.46 1.11
C 0.37 -2.99 1.10
S 4.70 -0.07 -0.01
H 4.76 4.16 -0.96
H 5.37 2.54 -1.28
H 3.75 2.99 -1.81
H 4.67 2.78 1.10
H 3.03 3.22 0.58
H 4.44 -2.84 -0.10
H 1.14 -2.48 -2.16
H -1.17 -1.53 -2.12
H -0.93 0.38 0.78
H -1.23 1.94 0.02
H -3.01 2.45 1.64
H -1.61 1.86 2.54
H -2.98 0.78 2.24
H -3.06 2.14 -1.48
H -3.71 0.61 -2.10
H -5.28 0.49 -0.18
H -4.77 2.09 0.35
H -5.56 1.90 -1.21
H -1.50 -2.43 2.01
H 0.80 -3.41 2.00
```

Löwdin atomic charge list, values in e, 4 entries: -0.105 -0.249 -0.601 0.015

---

Here is C15H20NO4P as an isolated structure in a non-equilibrium geometry from the OMol25 dataset. Energies are from the ωB97M-V functional and the def2-TZVPD basis.

F_max: 14.74 eV Å⁻¹
Kohn-Sham gap: 8.14 eV

XYZ file:
```
41
C15H20NO4P, DFT the ωB97M-V functional and the def2-TZVPD basis
C 0.52 -0.40 -3.76
C 0.01 -1.47 -2.93
H 0.06 -2.47 -3.47
H -0.98 -1.43 -2.71
O 0.93 -1.57 -1.98
P 1.39 -0.53 -0.83
O 2.45 0.43 -1.27
O 1.75 -1.37 0.31
C 3.18 -1.57 0.47
C 3.74 -2.59 -0.31
H 3.45 -2.57 -1.32
H 3.14 -3.70 -0.20
H 4.87 -2.64 -0.28
H 3.66 -0.64 0.37
H 3.33 -1.72 1.51
C -0.18 0.12 -0.10
N 0.23 1.37 0.72
C -0.67 2.24 1.12
C -2.31 2.11 1.04
C -2.95 3.02 1.57
C -2.48 4.26 1.87
C -1.03 4.26 2.14
C -0.31 3.36 1.66
H 0.89 3.47 1.76
H -0.91 5.30 2.24
H -3.19 5.11 2.35
H -3.93 3.08 1.38
H -2.73 1.10 0.68
H 1.18 1.49 0.61
C -1.01 -0.86 0.60
C -1.18 -1.34 1.82
C -1.96 -2.38 1.77
C -2.41 -2.62 0.67
O -1.75 -1.63 -0.27
H -2.97 -3.32 0.17
H -2.35 -3.08 2.86
H -0.64 -0.77 2.50
H -0.79 0.47 -0.79
H 1.55 -0.54 -4.10
H 0.38 0.33 -3.26
H 0.01 -0.32 -4.62
```

Löwdin atomic charge list, values in e, 4 entries: -0.046 -0.341 0.154 0.090

---

Here is C15H21AsDyN6O3S4 as an isolated structure in a non-equilibrium geometry from the OMol25 dataset. Energies are from the ωB97M-V functional and the def2-TZVPD basis.

ΔE to the lowest compared entry with this formula, charge and spin: 0.0 kJ/mol
F_max: 1.32 eV Å⁻¹
Spin multiplicity: 6
Kohn-Sham gap (alpha / beta): 6.77 / 6.79 eV
Net charge: -1

XYZ file:
```
51
C15H21AsDyN6O3S4, DFT the ωB97M-V functional and the def2-TZVPD basis
Dy -0.21 0.20 0.40
S -1.75 1.15 2.40
As -0.33 -0.33 3.23
S 1.57 0.47 2.41
S -0.67 -2.09 1.93
S -0.40 -0.58 5.29
C 1.98 0.38 -3.12
C 2.27 1.05 -1.78
C 3.70 1.54 -1.69
O 2.04 0.03 -0.79
C 1.28 2.21 -1.60
O 1.44 3.23 -2.23
O 0.27 1.96 -0.80
H 2.68 -0.44 -3.28
H 2.07 1.11 -3.92
H 0.96 -0.02 -3.13
H 4.40 0.73 -1.92
H 3.92 1.92 -0.69
H 3.85 2.36 -2.39
H 2.48 0.22 0.06
N -0.15 -1.77 -1.30
H -0.54 -2.43 -0.63
H 0.83 -1.99 -1.44
H -0.66 -1.80 -2.17
C -3.99 -0.94 0.79
C -3.66 -0.09 -0.40
N -2.45 0.20 -0.84
C -2.63 0.99 -1.97
C -3.95 1.16 -2.21
N -4.61 0.47 -1.21
C -6.02 0.55 -0.90
N -6.43 1.92 -0.68
N -7.46 2.41 -1.40
N -7.64 3.65 -1.11
C -6.68 4.01 -0.18
C -6.42 5.25 0.42
C -5.37 5.32 1.29
C -4.58 4.17 1.59
C -4.82 2.95 1.02
C -5.90 2.91 0.11
H -3.07 -1.32 1.21
H -4.63 -1.78 0.49
H -4.51 -0.37 1.56
H -1.79 1.41 -2.49
H -4.49 1.73 -2.95
H -6.19 -0.06 -0.02
H -6.63 0.18 -1.72
H -7.03 6.12 0.19
H -5.13 6.26 1.77
H -3.75 4.26 2.28
H -4.19 2.11 1.26
```

Löwdin atomic charge list, values in e, 4 entries: 0.901 -0.064 -0.502 -0.070

---

Here is C15H21BF5N2O2W as an isolated structure in a non-equilibrium geometry from the OMol25 dataset. Energies are from the ωB97M-V functional and the def2-TZVPD basis.

F_max: 1.87 eV Å⁻¹
Kohn-Sham gap (alpha / beta): 6.35 / 6.35 eV
Net charge: +1

XYZ file:
```
47
C15H21BF5N2O2W, DFT the ωB97M-V functional and the def2-TZVPD basis
W 0.39 -0.12 -0.52
N 2.12 -1.09 0.58
C 2.64 -2.37 -0.02
C 1.48 -3.16 -0.61
C 0.69 -2.13 -1.35
O 1.33 -1.23 -2.03
O -0.57 -1.89 -1.09
H 2.85 -0.39 0.62
H 1.83 -1.25 1.55
H 3.18 -2.94 0.74
H 3.33 -2.08 -0.80
H 0.85 -3.61 0.16
H 1.82 -3.94 -1.28
F 1.69 1.44 0.04
B 1.01 2.63 0.83
F 1.56 3.75 0.33
F 1.27 2.35 2.15
F -0.33 2.44 0.50
F -0.88 -0.11 -7.42
C -0.73 0.18 -6.12
C 0.15 1.17 -5.76
C 0.28 1.48 -4.41
C -0.45 0.79 -3.45
C -0.22 1.14 -2.03
C -1.33 -0.21 -3.85
C -1.49 -0.52 -5.19
H 0.71 1.70 -6.52
H 0.96 2.27 -4.11
H -1.14 0.87 -1.37
H 0.04 2.18 -1.86
H -1.92 -0.75 -3.11
H -2.18 -1.27 -5.53
C -1.90 1.65 3.99
C -1.22 0.28 3.90
C 0.05 0.25 4.76
C -2.18 -0.86 4.26
C -0.80 0.10 2.50
N -0.46 -0.03 1.41
H -2.14 1.83 5.04
H -2.83 1.68 3.41
H -1.24 2.45 3.64
H -0.24 0.48 5.78
H 0.77 1.00 4.43
H 0.52 -0.74 4.75
H -2.44 -0.76 5.31
H -1.73 -1.84 4.11
H -3.10 -0.81 3.67
```

Löwdin atomic charge list, values in e, 4 entries: 1.715 -0.042 -0.156 -0.068

---

Here is a 2-piece molecular cluster, C15H21BO7 overall in a non-equilibrium geometry from the OMol25 dataset. Energies are from the ωB97M-V functional and the def2-TZVPD basis.

F_max: 2.64 eV Å⁻¹
Kohn-Sham gap: 8.32 eV
SMILES: CC(=O)OB(OC(C)=O)OC(C)=O.COCc1ccc(C)cc1

XYZ file:
```
44
C15H21BO7, DFT the ωB97M-V functional and the def2-TZVPD basis
C -1.69 3.52 3.56
C -1.54 2.43 2.55
O -1.95 2.40 1.40
O -0.79 1.41 3.11
B -1.04 0.11 2.77
O 0.01 -0.77 2.77
C 1.24 -0.33 2.30
C 2.32 -1.11 2.97
O 1.35 0.52 1.44
O -2.27 -0.29 2.35
C -2.33 -1.34 1.43
C -3.53 -2.17 1.72
O -1.52 -1.47 0.54
H -0.88 3.48 4.29
H -1.70 4.48 3.04
H -2.64 3.40 4.10
H 1.94 -2.08 3.29
H 3.15 -1.22 2.27
H 2.67 -0.59 3.87
H -4.20 -1.63 2.39
H -4.04 -2.42 0.79
H -3.24 -3.10 2.22
C -2.60 1.71 -1.74
O -1.63 0.67 -2.03
C -0.36 0.96 -1.49
C 0.75 0.24 -2.23
C 2.08 0.64 -2.08
C 3.11 -0.14 -2.62
C 2.80 -1.31 -3.34
C 3.91 -2.18 -3.85
C 1.48 -1.72 -3.43
C 0.45 -0.98 -2.87
H -3.57 1.35 -2.14
H -2.66 1.87 -0.63
H -2.34 2.68 -2.23
H -0.14 2.03 -1.34
H -0.30 0.53 -0.49
H 2.30 1.52 -1.46
H 4.16 0.13 -2.47
H 3.48 -3.07 -4.32
H 4.51 -1.64 -4.59
H 4.57 -2.51 -3.05
H 1.25 -2.67 -3.92
H -0.57 -1.33 -2.86
```

Löwdin atomic charge list, values in e, 4 entries: 0.032 -0.420 0.128 0.224

---

Here is a 3-piece molecular cluster, C15H21F13NO6P overall from the OMol25 dataset. Energies are from the ωB97M-V functional and the def2-TZVPD basis.

F_max: 0.69 eV Å⁻¹
Kohn-Sham gap: 9.44 eV
SMILES: NCPCCC(F)(F)C(F)(F)C(F)(F)C(F)(F)C(F)(F)C(F)(F)F.COC(=O)OC.COC(=O)OC

XYZ file:
```
57
C15H21F13NO6P, DFT the ωB97M-V functional and the def2-TZVPD basis
N -3.49 1.88 1.67
C -3.59 0.51 1.13
P -2.39 0.23 -0.24
C -1.10 -0.84 0.55
C -0.43 -1.79 -0.48
C 0.75 -1.10 -1.12
F 1.79 -1.05 -0.23
F 0.43 0.18 -1.45
C 1.28 -1.81 -2.41
F 0.21 -2.12 -3.19
F 1.89 -2.96 -2.03
C 2.26 -0.93 -3.26
F 1.53 -0.06 -3.99
F 3.05 -0.23 -2.42
C 3.23 -1.66 -4.24
F 4.01 -0.71 -4.79
F 4.02 -2.47 -3.51
C 2.67 -2.53 -5.40
F 3.75 -3.01 -6.05
F 1.99 -3.56 -4.88
C 1.76 -1.85 -6.48
F 0.50 -1.75 -6.05
F 2.21 -0.63 -6.80
F 1.76 -2.60 -7.58
H -4.38 2.36 1.57
H -2.80 2.43 1.16
H -3.44 -0.21 1.94
H -4.58 0.32 0.70
H -3.07 -0.79 -0.95
H -0.35 -0.20 1.02
H -1.57 -1.47 1.31
H -0.07 -2.68 0.04
H -1.15 -2.12 -1.23
C -2.16 6.49 -0.24
O -0.85 5.94 -0.13
C -0.83 4.63 0.11
O -1.80 3.92 0.25
O 0.44 4.24 0.20
C 0.60 2.84 0.47
H -2.02 7.55 -0.44
H -2.71 6.03 -1.06
H -2.72 6.36 0.68
H 0.14 2.25 -0.32
H 0.15 2.59 1.43
H 1.67 2.66 0.50
C -1.96 -2.15 6.03
O -0.97 -1.48 5.25
C 0.28 -1.85 5.51
O 0.61 -2.68 6.32
O 1.10 -1.15 4.73
C 2.49 -1.46 4.91
H -2.92 -1.75 5.70
H -1.93 -3.22 5.84
H -1.82 -1.96 7.09
H 2.69 -2.50 4.69
H 2.80 -1.23 5.93
H 3.02 -0.82 4.21
```

Löwdin atomic charge list, values in e, 4 entries: -0.061 -0.501 0.928 -0.386

---

Here is C15H21IN2OOs as an isolated structure in a non-equilibrium geometry from the OMol25 dataset. Energies are from the ωB97M-V functional and the def2-TZVPD basis.

ΔE to the lowest compared entry with this formula, charge and spin: 0.0 kJ/mol
F_max: 9.36 eV Å⁻¹
Spin multiplicity: 5
Kohn-Sham gap (alpha / beta): 5.64 / 4.08 eV
Net charge: +2

XYZ file:
```
41
C15H21IN2OOs, DFT the ωB97M-V functional and the def2-TZVPD basis
C 1.62 0.40 3.10
C 1.62 -0.99 2.96
H 2.67 0.75 3.15
H 0.98 0.79 3.91
H 1.15 0.86 2.19
H 1.50 -1.25 1.87
H 2.64 -1.44 3.12
H 0.91 -1.40 3.64
C 0.69 2.47 -1.10
C 0.81 3.27 -2.21
C 0.75 2.77 -3.50
C 0.55 1.41 -3.62
H 0.71 2.82 -0.08
H 0.95 4.31 -2.06
H 0.86 3.39 -4.38
H 0.52 0.87 -4.55
N 0.52 1.14 -1.27
C 0.43 0.58 -2.50
C 0.27 -0.86 -2.47
N 0.21 -1.39 -1.23
C 0.10 -2.71 -1.01
C 0.11 -3.10 -3.40
C 0.05 -3.56 -2.10
H 0.04 -3.03 0.02
H -0.03 -4.60 -1.91
C 0.21 -1.74 -3.57
H 0.30 -1.24 -4.52
H 0.07 -3.76 -4.26
Os 0.79 -0.16 0.03
I 3.28 -0.34 -0.43
C -1.63 0.24 3.44
C -2.01 0.14 1.95
C -3.20 1.03 1.65
O -0.90 0.54 1.09
H -1.08 1.16 3.62
H -1.10 -0.63 3.81
H -2.54 0.31 4.06
H -2.28 -0.94 1.77
H -2.89 2.10 1.69
H -3.65 0.90 0.67
H -4.00 0.91 2.41
```

Löwdin atomic charge list, values in e, 4 entries: -0.209 -0.202 0.103 0.092